Record 1
Here is C7H11N in the gas phase at a distorted geometry from OMol25. Energies are from ωB97M-V with the def2-TZVPD basis set.

Atoms and positions in Å:
C  0.038  2.255  -1.922
C  -0.912  1.448  -1.496
C  -0.640  0.272  -0.521
C  0.084  0.499  0.699
C  -0.195  -0.405  1.840
C  0.844  -1.741  0.143
C  0.709  -0.341  -0.376
H  -0.164  3.067  -2.532
H  1.020  2.199  -1.480
H  -1.990  1.441  -1.671
H  -1.601  -0.314  -0.395
H  0.607  1.441  1.001
H  -1.276  -0.319  2.075
H  0.423  -0.302  2.757
H  -0.761  -2.423  1.319
H  1.979  -1.940  0.459
H  0.673  -2.676  -0.413
H  1.428  0.122  -0.992
N  0.013  -1.746  1.381

Atoms 1-3, force components in eV/Å:
-0.23 -0.65 1.14
0.04 -2.24 1.58
-3.07 0.78 -1.82

Properties
E: -327.98355 a.u.
Relative energy (zero: lowest compared OMol25 entry of this formula, charge and spin): 274.18 kJ/mol
HOMO energy: -0.30672 Eh
Largest force on an atom: 3.86 eV/Å
LUMO level: 0.0412 hartree
Kohn-Sham gap: 9.466 eV
SMILES: C=C[C@@H]1[C@H]2CNC[C@@H]12

---

Record 2
Here is a molecular structure, C7H11N at a distorted geometry from OMol25. Energies are from ωB97M-V with the def2-TZVPD basis set.

Atoms and positions in Å:
C  -0.965  0.315  1.164
C  -1.451  -0.031  -0.269
C  -0.086  -0.548  0.293
C  0.917  0.574  0.549
C  -1.482  1.081  -1.274
C  0.194  -2.053  0.319
C  2.300  0.666  0.088
N  0.094  1.357  1.172
H  -1.324  0.087  2.116
H  -2.242  -0.710  -0.293
H  -2.082  1.881  -0.931
H  -1.917  0.782  -2.155
H  -0.440  1.495  -1.366
H  0.462  -2.367  1.292
H  1.154  -2.230  -0.281
H  -0.690  -2.490  -0.189
H  2.123  0.610  -1.033
H  2.767  -0.187  0.662
H  2.668  1.768  0.136

Atoms 1-3, force components in eV/Å:
0.56 -0.20 -1.97
2.72 2.57 1.86
-0.17 -1.41 0.20

Properties
E: -327.94380 a.u.
Relative energy (zero: lowest compared OMol25 entry of this formula, charge and spin): 378.53 kJ/mol
HOMO energy: -0.31839 Eh
Largest force on an atom: 4.18 eV/Å
LUMO level: 0.0347 hartree
Kohn-Sham gap: 9.608 eV

---

Record 3
Here is C7H11N in the gas phase at a distorted geometry from OMol25. Energies are from ωB97M-V with the def2-TZVPD basis set.

Atoms and positions in Å:
C  -2.324  -0.295  -0.317
C  -1.073  0.097  0.433
C  0.019  -1.064  0.428
C  1.361  -0.380  0.176
C  2.464  -0.914  -0.346
C  1.038  1.047  0.570
C  -0.209  1.133  -0.273
H  -2.852  -1.092  0.240
H  -2.086  -0.663  -1.348
H  -3.014  0.551  -0.392
H  -1.357  0.391  1.443
H  0.020  -1.600  1.382
H  -0.206  -1.785  -0.365
H  2.499  -1.984  -0.628
H  3.330  -0.283  -0.484
H  0.782  1.126  1.617
H  1.016  2.584  -0.871
H  -0.013  0.784  -1.267
N  0.605  2.347  0.000

Atoms 1-3, force components in eV/Å:
-0.45 -0.54 -0.37
-0.29 0.03 -0.35
-0.50 -0.06 0.36

Properties
E: -327.92230 a.u.
Relative energy (zero: lowest compared OMol25 entry of this formula, charge and spin): 435.00 kJ/mol
HOMO energy: -0.30936 Eh
Largest force on an atom: 1.47 eV/Å
LUMO level: 0.0388 hartree
Kohn-Sham gap: 9.474 eV
SMILES: C=C1C[C@H](C)[C@H]2N[C@H]12

---

Record 4
Here is C7H11N in the gas phase at a distorted geometry from OMol25. Energies are from ωB97M-V with the def2-TZVPD basis set.

Atoms and positions in Å:
C  -1.909  -0.094  -0.837
C  2.606  -0.209  -0.219
C  0.181  -0.453  0.712
C  -1.038  0.582  0.225
C  1.186  0.152  0.005
C  -0.133  -1.661  1.221
C  0.423  1.285  -0.514
N  -1.598  1.321  1.172
H  -2.614  1.324  1.075
H  -1.323  -0.705  -1.525
H  -2.429  0.675  -1.413
H  -2.657  -0.733  -0.363
H  2.841  -0.108  -1.285
H  2.830  -1.229  0.095
H  3.283  0.470  0.310
H  0.425  -2.556  0.967
H  -1.026  -1.780  1.823
H  0.430  2.163  0.123
H  0.522  1.556  -1.572

Atoms 1-3, force components in eV/Å:
0.02 0.16 0.16
0.08 0.05 -0.12
-0.78 0.79 -0.75

Properties
E: -327.90214 a.u.
Relative energy (zero: lowest compared OMol25 entry of this formula, charge and spin): 487.92 kJ/mol
HOMO energy (spin up / spin down): -0.27093 / -0.31014 Eh
Largest force on an atom: 2.54 eV/Å
LUMO level (spin up / spin down): -0.0214 / -0.0095 hartree
Kohn-Sham gap (spin up / spin down): 6.790 / 8.180 eV

---

Record 5
Here is C7H11N in the gas phase at a distorted geometry from OMol25. Energies are from ωB97M-V with the def2-TZVPD basis set.

Atoms and positions in Å:
C  -0.182  1.377  -1.468
C  -1.042  2.371  -1.212
N  -0.659  3.690  -1.141
C  -0.384  -0.105  -1.238
C  0.227  -0.406  0.111
C  0.242  -1.645  0.621
C  0.795  -2.033  1.892
C  0.945  -3.264  2.384
H  0.873  1.563  -1.683
H  -2.111  2.210  -1.064
H  -1.375  4.386  -1.214
H  0.282  3.990  -1.306
H  0.100  -0.728  -2.006
H  -1.436  -0.437  -1.227
H  0.711  0.426  0.587
H  -0.044  -2.523  0.035
H  1.009  -1.212  2.586
H  0.730  -4.236  1.952
H  1.319  -3.426  3.390

Atoms 1-3, force components in eV/Å:
-0.20 -0.65 -0.29
0.68 -0.52 -0.51
-0.64 0.56 0.26

Properties
E: -328.00194 a.u.
Relative energy (zero: lowest compared OMol25 entry of this formula, charge and spin): 225.89 kJ/mol
HOMO energy: -0.28923 Eh
Largest force on an atom: 1.66 eV/Å
LUMO level: 0.0421 hartree
Kohn-Sham gap: 9.017 eV
SMILES: C=C/C=C/C/C=C/N

---

Record 6
Here is 2 unconnected molecules or ions with the total composition C7H11N at a distorted geometry from OMol25. Energies are from ωB97M-V with the def2-TZVPD basis set.

Atoms and positions in Å:
C  2.041  -0.302  -1.716
C  -0.529  0.078  2.209
C  0.882  0.106  1.591
C  0.895  0.521  -1.781
C  -0.288  0.632  0.829
C  -1.901  -0.433  -0.955
C  -0.543  -0.224  -0.359
N  2.096  0.770  -0.997
H  2.683  -1.102  -1.959
H  -1.105  -0.840  2.297
H  -0.731  0.830  3.015
H  1.607  0.711  2.052
H  1.260  -0.830  1.304
H  0.595  1.252  -2.484
H  -0.169  1.686  0.592
H  -2.406  0.446  -1.304
H  -2.485  -0.780  -0.105
H  -1.783  -1.224  -1.847
H  -0.119  -1.297  -0.381

Atoms 1-3, force components in eV/Å:
0.34 2.81 1.07
0.25 1.32 0.48
-1.58 -0.49 1.34

Properties
E: -327.86263 a.u.
Relative energy (zero: lowest compared OMol25 entry of this formula, charge and spin): 591.66 kJ/mol
HOMO energy: -0.29378 Eh
Largest force on an atom: 5.08 eV/Å
LUMO level: 0.0402 hartree
Kohn-Sham gap: 9.087 eV

---

Record 7
Here is 2 unconnected molecules or ions with the total composition C7H11N2 at a distorted geometry from OMol25. Energies are from ωB97M-V with the def2-TZVPD basis set.

Atoms and positions in Å:
C  3.081  -0.295  -0.560
C  1.849  0.135  -1.043
C  1.772  0.105  1.111
C  -1.954  -0.532  -0.315
C  -1.800  0.670  0.068
C  -1.244  -1.880  -0.211
C  -1.493  2.013  0.186
N  3.017  -0.244  0.807
N  1.003  0.351  0.008
H  3.860  -0.607  -1.168
H  1.383  -0.041  -2.045
H  1.437  0.374  2.074
H  -2.951  -0.803  -0.324
H  -0.197  -1.594  -0.140
H  -1.607  -2.357  0.810
H  -1.491  -2.478  -1.043
H  -2.107  2.734  -0.427
H  -1.522  2.339  1.363
H  -0.428  2.052  -0.093
H  3.918  -0.352  1.392

Atoms 1-3, force components in eV/Å:
-2.26 1.17 -0.80
-0.10 -1.91 -0.27
-1.81 1.42 -1.16

Properties
E: -382.44928 a.u.
Relative energy (zero: lowest compared OMol25 entry of this formula, charge and spin): 457.71 kJ/mol
HOMO energy: -0.45336 Eh
Largest force on an atom: 4.53 eV/Å
LUMO level: -0.1978 hartree
Kohn-Sham gap: 6.954 eV
Net charge: +1

---

Record 8
Here is a gas-phase ion, C7H11N2O (charge +1) at a distorted geometry from OMol25. Energies are from ωB97M-V with the def2-TZVPD basis set.

Atoms and positions in Å:
C  0.988  -1.692  0.825
C  2.015  0.154  -0.189
C  2.609  0.795  -1.071
C  -0.467  -1.412  0.522
C  0.248  1.619  0.989
C  -0.966  0.925  0.638
C  -1.992  -0.183  -1.103
N  1.912  -0.902  0.413
N  -0.800  -0.221  -0.250
O  -0.672  2.188  0.123
H  1.166  -2.480  1.611
H  3.657  0.529  -1.377
H  2.329  1.838  -1.344
H  -0.994  -2.317  0.035
H  -1.097  -1.272  1.564
H  0.566  1.924  1.950
H  -1.867  0.895  1.299
H  -1.876  -0.818  -2.046
H  -2.752  -0.538  -0.465
H  -2.131  0.803  -1.393
H  0.125  0.168  -0.732

Atoms 1-3, force components in eV/Å:
0.16 0.89 0.36
-2.86 2.29 1.03
3.94 4.21 -3.76

Properties
E: -457.54859 a.u.
Relative energy (zero: lowest compared OMol25 entry of this formula, charge and spin): 762.53 kJ/mol
HOMO energy (spin up / spin down): -0.42298 / -0.46058 Eh
Largest force on an atom: 6.88 eV/Å
LUMO level (spin up / spin down): -0.1738 / -0.1725 hartree
Kohn-Sham gap (spin up / spin down): 6.781 / 7.838 eV
Net charge: +1

---

Record 9
Here is 2 unconnected molecules or ions with the total composition C7H11N2O at a distorted geometry from OMol25. Energies are from ωB97M-V with the def2-TZVPD basis set.

Atoms and positions in Å:
C  -1.419  -2.101  0.863
C  -1.448  -2.221  -0.525
C  -0.880  -0.928  1.223
C  -0.973  -1.023  -0.993
C  0.379  1.650  1.231
C  0.108  1.633  -1.282
C  -0.069  0.907  -0.042
N  -0.707  -0.230  0.051
N  2.138  -0.035  -0.076
O  -0.033  1.594  2.381
H  -1.926  -2.713  1.631
H  -1.788  -3.113  -1.059
H  -1.040  -0.544  2.193
H  -0.898  -0.687  -2.022
H  1.112  2.385  1.039
H  0.802  1.052  -1.971
H  -0.830  2.049  -1.703
H  0.518  2.545  -0.916
H  2.720  0.326  -0.784
H  2.296  0.455  0.784
H  1.936  -1.003  -0.022

Atoms 1-3, force components in eV/Å:
-0.74 -0.89 3.04
0.24 0.28 -1.91
-1.66 -1.42 1.07

Properties
E: -457.73251 a.u.
Relative energy (zero: lowest compared OMol25 entry of this formula, charge and spin): 279.67 kJ/mol
HOMO energy: -0.49229 Eh
Largest force on an atom: 4.44 eV/Å
LUMO level: -0.2225 hartree
Kohn-Sham gap: 7.341 eV
Net charge: +1

---

Record 10
Here is a molecular structure, C7H11N2RhS8Sb from OMol25. Energies are from ωB97M-V with the def2-TZVPD basis set.

Atoms and positions in Å:
Rh  -0.041  -1.160  -0.050
S  -2.773  -4.593  1.826
Sb  -1.435  -2.893  2.408
S  -2.048  -0.834  1.289
S  0.729  -2.883  1.374
S  1.948  0.736  -6.748
C  1.536  0.266  -5.248
S  0.452  -1.049  -4.914
C  0.598  -1.054  -3.177
C  1.470  -0.095  -2.645
S  1.826  0.110  -1.002
S  2.248  0.935  -3.808
S  -0.284  -2.171  -2.277
N  -0.738  0.990  3.456
C  0.511  0.467  4.092
C  1.676  0.567  3.110
N  1.840  1.895  2.549
C  0.619  2.375  1.934
C  -0.581  2.355  2.875
H  -1.488  0.999  4.146
H  -1.088  0.316  2.699
H  0.320  -0.564  4.388
H  0.697  1.070  4.983
H  1.518  -0.149  2.300
H  2.588  0.265  3.622
H  2.186  2.551  3.239
H  0.403  1.754  1.060
H  0.764  3.393  1.574
H  -1.508  2.596  2.355
H  -0.442  3.050  3.705

Atoms 1-3, force components in eV/Å:
-0.10 -0.09 -0.05
0.01 -0.01 -0.01
0.01 0.01 0.06

Properties
E: -3919.12589 a.u.
Relative energy (zero: lowest compared OMol25 entry of this formula, charge and spin): 6.97 kJ/mol
Spin multiplicity: 6
HOMO energy (spin up / spin down): -0.27034 / -0.29585 Eh
Largest force on an atom: 0.41 eV/Å
LUMO level (spin up / spin down): -0.0146 / -0.0904 hartree
Kohn-Sham gap (spin up / spin down): 6.958 / 5.591 eV

---

Record 11
Here is a gas-phase ion, C7H11N2S (charge +1) at a distorted geometry from OMol25. Energies are from ωB97M-V with the def2-TZVPD basis set.

Atoms and positions in Å:
C  -0.814  -0.194  -0.778
C  -2.875  0.626  0.341
C  2.154  -0.664  1.862
C  0.702  0.011  -0.316
C  0.986  -0.806  0.958
C  -1.020  -0.619  -2.139
C  1.011  1.512  -0.141
N  -1.750  0.247  -0.061
N  0.313  -1.751  1.464
S  1.312  -1.999  2.824
H  -3.350  1.463  0.028
H  -3.494  -0.024  0.949
H  3.125  -0.781  1.460
H  2.250  0.307  2.472
H  1.305  -0.493  -1.134
H  -2.056  -0.562  -2.453
H  -0.772  -1.669  -2.381
H  -0.298  -0.011  -2.804
H  0.333  2.003  0.714
H  0.889  1.982  -1.151
H  2.049  1.422  0.287

Atoms 1-3, force components in eV/Å:
2.49 1.17 1.73
1.13 -3.23 0.67
-0.35 2.12 2.02

Properties
E: -780.65477 a.u.
Relative energy (zero: lowest compared OMol25 entry of this formula, charge and spin): 328.60 kJ/mol
HOMO energy: -0.44008 Eh
Largest force on an atom: 3.49 eV/Å
LUMO level: -0.1752 hartree
Kohn-Sham gap: 7.208 eV
Net charge: +1

---

Record 12
Here is 3 unconnected molecules or ions with the total composition C7H11N2S at a distorted geometry from OMol25. Energies are from ωB97M-V with the def2-TZVPD basis set.

Atoms and positions in Å:
C  4.007  -0.072  0.293
C  3.429  0.084  -1.008
C  3.231  -0.290  1.390
C  2.043  0.038  -1.145
C  1.793  -0.232  1.281
C  1.301  -0.059  0.032
C  -1.108  -0.065  -0.133
N  -1.296  -0.340  -1.392
N  -4.967  0.382  0.359
S  -2.003  -0.001  1.217
H  5.133  -0.127  0.371
H  4.019  0.397  -1.891
H  3.759  -0.335  2.333
H  1.439  0.146  -2.201
H  1.288  -0.466  2.186
H  -2.255  -0.211  -1.800
H  -0.464  -0.423  -2.071
H  -5.457  0.023  1.185
H  -4.733  1.253  0.663
H  -5.801  0.550  -0.239
H  -3.356  -0.251  0.570

Atoms 1-3, force components in eV/Å:
1.31 -0.33 -2.08
0.01 0.54 0.33
-1.03 0.85 -0.22

Properties
E: -780.63693 a.u.
Relative energy (zero: lowest compared OMol25 entry of this formula, charge and spin): 375.45 kJ/mol
HOMO energy: -0.47797 Eh
Largest force on an atom: 5.35 eV/Å
LUMO level: -0.1559 hartree
Kohn-Sham gap: 8.764 eV
Net charge: +1

---

Repeat the tenth record exactly.
Here is a molecular structure, C7H11N2RhS8Sb from OMol25. Energies are from ωB97M-V with the def2-TZVPD basis set.

Atoms and positions in Å:
Rh  -0.041  -1.160  -0.050
S  -2.773  -4.593  1.826
Sb  -1.435  -2.893  2.408
S  -2.048  -0.834  1.289
S  0.729  -2.883  1.374
S  1.948  0.736  -6.748
C  1.536  0.266  -5.248
S  0.452  -1.049  -4.914
C  0.598  -1.054  -3.177
C  1.470  -0.095  -2.645
S  1.826  0.110  -1.002
S  2.248  0.935  -3.808
S  -0.284  -2.171  -2.277
N  -0.738  0.990  3.456
C  0.511  0.467  4.092
C  1.676  0.567  3.110
N  1.840  1.895  2.549
C  0.619  2.375  1.934
C  -0.581  2.355  2.875
H  -1.488  0.999  4.146
H  -1.088  0.316  2.699
H  0.320  -0.564  4.388
H  0.697  1.070  4.983
H  1.518  -0.149  2.300
H  2.588  0.265  3.622
H  2.186  2.551  3.239
H  0.403  1.754  1.060
H  0.764  3.393  1.574
H  -1.508  2.596  2.355
H  -0.442  3.050  3.705

Atoms 1-3, force components in eV/Å:
-0.10 -0.09 -0.05
0.01 -0.01 -0.01
0.01 0.01 0.06

Properties
E: -3919.12589 a.u.
Relative energy (zero: lowest compared OMol25 entry of this formula, charge and spin): 6.97 kJ/mol
Spin multiplicity: 6
HOMO energy (spin up / spin down): -0.27034 / -0.29585 Eh
Largest force on an atom: 0.41 eV/Å
LUMO level (spin up / spin down): -0.0146 / -0.0904 hartree
Kohn-Sham gap (spin up / spin down): 6.958 / 5.591 eV